{"formula": "C20H27N3O5S", "method": "the ωB97M-V functional and the def2-TZVPD basis", "elements": ["C", "O", "C", "C", "C", "C", "C", "C", "N", "C", "O", "C", "S", "C", "N", "C", "O", "C", "C", "C", "C", "C", "C", "O", "N", "C", "C", "O", "C", "H", "H", "H", "H", "H", "H", "H", "H", "H", "H", "H", "H", "H", "H", "H", "H", "H", "H", "H", "H", "H", "H", "H", "H", "H", "H", "H"], "positions_angstrom": [[4.102, 1.399, 1.077], [3.562, 1.541, -0.219], [2.228, 1.768, -0.337], [1.340, 1.897, 0.716], [-0.017, 2.064, 0.479], [-0.515, 2.142, -0.808], [-2.001, 2.288, -1.016], [-2.533, 1.678, -2.321], [-2.001, 0.363, -2.594], [-2.562, -0.776, -2.155], [-3.645, -0.856, -1.617], [-1.756, -2.023, -2.530], [0.031, -1.850, -2.234], [-0.055, -1.417, -0.540], [-1.230, -1.203, -0.059], [-1.356, -0.872, 1.249], [-2.611, -0.628, 1.636], [-0.282, -0.785, 2.096], [-0.422, -0.447, 3.549], [-0.204, -1.672, 4.453], [-0.260, -1.246, 5.917], [-1.249, -2.747, 4.171], [1.035, -1.016, 1.569], [2.088, -0.955, 2.172], [1.065, -1.333, 0.192], [0.385, 2.077, -1.872], [1.737, 1.874, -1.657], [2.674, 1.753, -2.641], [2.261, 1.840, -3.980], [5.158, 1.183, 0.928], [3.633, 0.575, 1.623], [4.002, 2.325, 1.653], [1.691, 1.845, 1.733], [-0.691, 2.132, 1.320], [-2.506, 1.812, -0.174], [-2.272, 3.348, -1.002], [-2.294, 2.320, -3.172], [-3.619, 1.579, -2.252], [-1.037, 0.324, -2.892], [-2.121, -2.874, -1.957], [-1.861, -2.226, -3.597], [-3.190, -0.751, 0.864], [-1.416, -0.034, 3.724], [0.331, 0.304, 3.801], [0.791, -2.075, 4.240], [-0.089, -2.100, 6.568], [-1.236, -0.825, 6.152], [0.499, -0.496, 6.129], [-1.104, -3.599, 4.831], [-1.179, -3.096, 3.143], [-2.251, -2.352, 4.330], [1.979, -1.473, -0.224], [0.025, 2.207, -2.881], [3.166, 1.727, -4.573], [1.560, 1.039, -4.240], [1.805, 2.811, -4.203]], "forces_ev_per_a": [[0.093, -0.074, 0.333], [-0.241, 0.017, -0.375], [0.031, 0.061, -0.089], [0.335, 0.083, -0.094], [-0.104, 0.090, -0.265], [-0.050, 0.024, 0.293], [-0.055, -0.024, -0.183], [-0.146, 0.112, 0.231], [0.200, 0.292, -0.275], [0.204, -0.230, -0.479], [-0.529, 0.039, 0.143], [0.187, -0.086, 0.362], [0.187, -0.206, -0.422], [-0.418, 0.074, 0.103], [-0.052, -0.134, 0.127], [0.892, -0.166, -0.143], [-0.090, 0.068, 0.214], [-0.502, 0.101, 0.193], [0.261, -0.277, -0.112], [-0.197, 0.103, 0.121], [0.146, -0.121, -0.246], [0.263, 0.092, -0.002], [-0.433, -0.103, -0.396], [0.309, 0.014, 0.307], [0.133, -0.064, -0.056], [0.192, 0.029, -0.042], [0.245, -0.033, 0.004], [-0.018, 0.002, 0.459], [-0.073, 0.023, -0.203], [-0.042, 0.042, 0.047], [0.032, 0.099, -0.059], [0.003, 0.002, -0.030], [0.107, -0.071, 0.118], [-0.108, -0.024, 0.100], [-0.036, 0.037, 0.014], [-0.091, -0.009, 0.037], [-0.079, -0.034, 0.040], [0.100, 0.105, -0.099], [-0.131, -0.128, 0.076], [-0.076, 0.144, -0.053], [0.049, -0.001, 0.001], [0.094, -0.025, -0.061], [-0.003, 0.073, 0.084], [-0.040, 0.110, 0.053], [-0.029, 0.033, -0.005], [0.000, -0.057, 0.132], [-0.135, 0.064, 0.066], [0.069, 0.108, 0.081], [-0.029, -0.117, 0.049], [-0.059, -0.082, -0.095], [-0.168, 0.025, 0.028], [-0.092, 0.022, 0.111], [-0.010, -0.029, -0.171], [-0.088, 0.012, -0.012], [-0.007, 0.041, 0.024], [-0.003, -0.048, 0.014]], "energy_ev": -46722.6395, "total_charge": 0, "e_lumo_ha": 0.013, "de_lowest_kcal_mol": 46.7, "orbital_gap_ev": 8.38}